# 1
{"formula": "C2H3BrOS", "method": "ωB97M-V with the def2-TZVPD basis set", "gap_ev": 8.7, "charge": 0, "relative_energy_kcal_mol": 30.8, "symbols": ["H", "S", "H", "O", "C", "H", "C", "Br"], "xyz": [[1.450, -0.107, -0.535], [0.346, 0.977, 1.423], [0.393, -0.217, -1.787], [-0.682, 1.541, 2.363], [0.527, -0.572, -0.803], [0.523, -1.737, -0.959], [-0.356, 0.049, 0.233], [-2.200, 0.066, 0.064]]}

# 2
{"formula": "C2H3BrS", "method": "ωB97M-V with the def2-TZVPD basis set", "gap_ev": 8.1, "charge": 0, "relative_energy_kcal_mol": 60.1, "symbols": ["H", "C", "H", "S", "C", "H", "Br"], "xyz": [[-0.335, 0.660, 1.439], [0.177, 0.147, 0.603], [0.147, -0.959, 0.673], [-2.348, 0.768, -1.090], [-0.874, 0.920, -1.127], [-0.204, 1.256, -1.945], [2.103, 0.693, 0.464]]}

# 3
{"formula": "C2H3BrS", "method": "ωB97M-V with the def2-TZVPD basis set", "gap_ev": [7.9, 8.9], "charge": 0, "relative_energy_kcal_mol": 110.0, "symbols": ["C", "C", "Br", "S", "H", "H", "H"], "xyz": [[0.464, -0.201, 0.365], [-0.495, -0.073, -0.687], [2.132, 0.373, 0.161], [-0.236, -1.777, 0.008], [-0.157, 0.267, -1.643], [-1.385, 0.401, -0.560], [-0.322, 1.010, 2.355]]}

# 4
{"formula": "C2H3Cl2N", "method": "ωB97M-V with the def2-TZVPD basis set", "gap_ev": 9.4, "charge": 0, "relative_energy_kcal_mol": 58.3, "symbols": ["H", "Cl", "H", "Cl", "C", "N", "H", "C"], "xyz": [[1.210, -0.353, 1.306], [1.518, 1.533, -0.148], [-1.487, -0.873, 0.811], [2.017, -1.306, -0.555], [-0.929, -0.240, 0.055], [-1.296, 0.620, -0.747], [-2.283, 0.693, -1.041], [1.250, -0.075, 0.320]]}

| no. | M (g/mol) |
| --- | --- |
| 1 | 155.02 |
| 2 | 139.02 |
| 3 | 139.02 |
| 4 | 111.96 |